Entry from the OMol25 dataset: an isolated molecule of C3H6Si at a distorted geometry (wB97M-V/def2-TZVPD).

Atoms and positions in Å:
C  -1.4819  -0.9236  -0.0666
C  -0.3191  -0.3685  0.0840
C  -1.4715  0.5891  0.0065
Si  1.5001  -0.0839  -0.0083
H  -2.0150  -1.9033  0.0342
H  -1.8093  1.0806  -0.8432
H  -2.0076  0.9246  0.9018
H  1.6771  0.5222  -1.3275
H  2.2428  -1.2611  0.2168
H  2.1267  0.6465  0.9869

Properties
Maximum force   3.15 eV/A
SMILES   [SiH3]C1=CC1
Frontier orbital gap   10.5 eV



Entry from the OMol25 dataset: a 2-piece molecular cluster, C9H15N2O5S overall at a distorted geometry (wB97M-V/def2-TZVPD).

Atoms and positions in Å:
O  1.1332  -3.1581  -0.4482
C  0.8750  -1.8739  -1.1062
C  0.2693  -0.8990  0.0345
C  -1.0836  -0.1385  -0.3957
C  -2.3679  -1.1300  -0.4912
C  -3.6738  -0.4293  -0.9422
C  -4.8494  -1.4762  -1.0520
C  -4.3698  -2.8887  -0.6845
N  -3.0990  -3.3175  -0.2519
N  -2.0918  -2.4541  -0.1503
H  0.3029  -3.6791  -0.5263
H  0.0318  -2.0410  -1.8653
H  1.8404  -1.4976  -1.5712
H  1.0759  -0.0686  0.1898
H  0.1882  -1.4132  1.0627
H  -0.9936  0.4916  -1.3486
H  -1.3427  0.5767  0.4756
H  -3.8121  0.6725  -1.1713
H  -5.8983  -1.1907  -1.3927
H  -5.1640  -3.7176  -0.7749
H  -2.9184  -4.3111  -0.0059
C  4.1704  3.7801  1.1847
C  4.0375  2.3015  0.8531
O  2.7797  1.9107  1.4070
S  1.7568  3.1685  1.3353
O  0.9379  3.0125  0.1680
O  1.2163  3.3864  2.6414
O  2.8559  4.3203  1.0337
H  4.4814  3.9257  2.2227
H  4.8700  4.2902  0.5221
H  4.8462  1.7061  1.2762
H  3.9957  2.1412  -0.2282

Properties
Total charge   +1
Maximum force   6.28 eV/A
Frontier orbital gap   7.1 eV



Entry from the OMol25 dataset: a 5-piece molecular cluster, C33H81N6O10P overall at a distorted geometry (wB97M-V/def2-TZVPD).

Atoms and positions in Å:
C  -6.9488  -4.5127  1.2720
C  -7.6176  -5.7721  0.7104
C  -6.6109  -6.5624  -0.1695
C  -6.8007  -8.0660  -0.0689
N  -6.5009  -8.5994  1.2629
O  -5.1309  -8.4146  1.5522
C  -4.9238  -7.4470  2.4468
O  -5.7283  -6.9884  3.1237
N  -3.5719  -7.0782  2.4948
P  -3.1956  -5.7351  1.4159
C  -2.0424  -4.5288  2.2634
C  -2.8481  -3.2078  2.4359
C  -2.2361  -6.3174  -0.0568
C  -3.0053  -7.3389  -0.9308
H  -6.3169  -4.7729  2.1147
H  -7.6994  -3.8062  1.6168
H  -6.3362  -4.0430  0.5070
H  -8.0149  -6.3886  1.5101
H  -8.3927  -5.4333  0.0261
H  -6.7762  -6.2689  -1.2052
H  -5.6015  -6.2428  0.0871
H  -7.8434  -8.2743  -0.2889
H  -6.1334  -8.5530  -0.7899
H  -6.5895  -9.6061  1.1966
H  -3.4743  -6.7339  3.4470
H  -1.2222  -4.3144  1.5854
H  -1.6445  -4.8820  3.2141
H  -2.3346  -2.3986  1.9230
H  -3.8411  -3.3292  2.0194
H  -2.9062  -2.9227  3.4829
H  -2.0218  -5.4426  -0.6591
H  -1.3151  -6.7994  0.2773
H  -2.2954  -8.0961  -1.2489
H  -3.3498  -6.8753  -1.8505
H  -3.8398  -7.8127  -0.4261
C  -0.6879  -1.7632  -4.4962
O  0.6035  -1.4862  -3.9884
C  0.7985  -0.1319  -3.5847
C  0.8669  0.0050  -2.0769
N  -0.4339  -0.2380  -1.4576
C  -0.3929  -0.4133  -0.0075
C  0.4452  -1.5521  0.5725
O  -0.0518  -2.8544  0.3082
C  0.2603  -3.3739  -0.9733
H  -0.6491  -2.7390  -4.9796
H  -1.4350  -1.8132  -3.6967
H  -0.9958  -1.0177  -5.2344
H  0.0380  0.5286  -4.0123
H  1.7665  0.1709  -3.9946
H  1.1995  1.0199  -1.8268
H  1.6280  -0.7037  -1.7232
H  -0.8464  -1.0671  -1.8635
H  -1.4260  -0.5731  0.3159
H  -0.0644  0.5277  0.4457
H  0.4164  -1.4475  1.6609
H  1.5028  -1.4839  0.2922
H  1.2421  -3.0477  -1.3221
H  -0.5069  -3.1004  -1.7019
H  0.2600  -4.4626  -0.9015
C  0.9550  6.3634  -5.8442
O  2.0187  6.6166  -4.9451
C  1.7023  7.5374  -3.9040
C  1.5711  6.8362  -2.5653
N  0.3759  6.0018  -2.5092
C  0.3319  5.0746  -1.3788
C  1.4429  4.0351  -1.2371
O  1.4395  3.0177  -2.2259
C  2.0307  3.3760  -3.4638
H  1.3709  5.8456  -6.7079
H  0.1932  5.7152  -5.3980
H  0.4883  7.2922  -6.1828
H  0.8119  8.1279  -4.1393
H  2.5484  8.2285  -3.8389
H  1.5203  7.5907  -1.7745
H  2.4867  6.2507  -2.4182
H  0.3077  5.4631  -3.3617
H  -0.6131  4.5302  -1.4592
H  0.2798  5.6586  -0.4544
H  1.2745  3.5166  -0.2889
H  2.4386  4.4875  -1.1592
H  2.8749  4.0566  -3.3358
H  1.2905  3.8175  -4.1351
H  2.3894  2.4632  -3.9401
C  0.5093  -6.5762  4.1683
O  -0.2135  -6.1569  5.3123
C  -1.1627  -7.1079  5.7861
C  -0.7129  -7.7500  7.0854
N  0.4230  -8.6402  6.8803
C  1.0950  -9.0661  8.1084
C  1.6997  -8.0019  9.0240
O  2.8307  -7.3323  8.4968
C  2.5488  -6.2821  7.5904
H  1.0201  -5.7041  3.7609
H  1.2720  -7.3184  4.4259
H  -0.1583  -6.9814  3.4024
H  -1.3947  -7.8599  5.0256
H  -2.0820  -6.5483  5.9885
H  -1.5465  -8.3228  7.5031
H  -0.4772  -6.9361  7.7823
H  1.1038  -8.1788  6.2925
H  1.9079  -9.7306  7.8033
H  0.3956  -9.6736  8.6916
H  2.0604  -8.5188  9.9170
H  0.9560  -7.2763  9.3762
H  1.6328  -5.7470  7.8515
H  2.4845  -6.6572  6.5658
H  3.3822  -5.5800  7.6231
C  4.2483  13.0690  -5.8579
O  5.3282  13.3081  -4.9740
C  5.0202  14.1801  -3.8915
C  4.9338  13.4301  -2.5748
N  3.7574  12.5707  -2.5215
C  3.7553  11.6043  -1.4229
C  4.8871  10.5801  -1.3396
O  4.8805  9.5976  -2.3604
C  5.4399  10.0111  -3.5954
H  4.6534  12.5937  -6.7504
H  3.5101  12.3887  -5.4201
H  3.7562  14.0008  -6.1488
H  4.1117  14.7578  -4.0843
H  5.8519  14.8876  -3.8224
H  4.8847  14.1559  -1.7573
H  5.8649  12.8601  -2.4671
H  3.6810  12.0600  -3.3905
H  2.8182  11.0457  -1.5025
H  3.7121  12.1558  -0.4783
H  4.7477  10.0278  -0.4064
H  5.8764  11.0480  -1.2665
H  6.2753  10.7015  -3.4603
H  4.6730  10.4654  -4.2281
H  5.8015  9.1258  -4.1188

Properties
Maximum force   5.34 eV/A
SMILES   CCCCNOC(=O)NP(CC)CC.COCCNCCOC.COCCNCCOC.COCCNCCOC.COCCNCCOC
Frontier orbital gap   8.3 eV



Entry from the OMol25 dataset: an isolated molecule of C6H11OP at a distorted geometry (wB97M-V/def2-TZVPD).

Atoms and positions in Å:
C  -0.5387  0.5075  0.3668
C  -0.4333  -0.7437  0.0083
C  0.4362  1.5106  -0.1726
C  2.2062  -0.8763  -1.2458
C  -1.9050  1.0218  0.9701
C  -1.2173  -1.9884  0.0921
O  2.2457  0.1857  1.3149
P  1.9802  0.4677  -0.1337
H  0.2793  1.6746  -1.1669
H  0.6940  2.4772  0.4027
H  2.1728  -1.8810  -0.8708
H  2.4957  -0.6800  -2.2415
H  -2.7368  0.4491  0.5325
H  -1.9861  2.0711  0.6515
H  -2.0282  1.0635  2.0817
H  -1.2315  -2.3391  -0.9847
H  -2.1787  -1.5300  0.3718
H  -1.0875  -2.8054  0.7358
H  2.8331  1.4152  -0.7121

Properties
Maximum force   3.59 eV/A
Frontier orbital gap (alpha / beta)   7.6 / 9.0 eV